# 1
Below is a molecular structure, C35H46As3ClPPbSe, with properties calculated with wB97M-V/def2-TZVPD.

Summary:
Largest force on an atom = 0.82 eV Å⁻¹
HOMO = -0.371 hartree
Gap between HOMO and LUMO = 6.98 eV
Net charge = +1
LUMO energy = -3.109 eV
E = -311956.9962 eV
Molar mass = 1044.11 g mol⁻¹

Geometry (Å):
Pb  -1.12  0.63  -1.35
Cl  -0.02  0.42  -4.32
C  0.74  -1.13  -4.61
C  1.06  -1.42  -5.93
C  1.65  -2.63  -6.24
C  1.90  -3.56  -5.23
C  1.57  -3.26  -3.92
C  0.99  -2.03  -3.58
P  0.59  -1.74  -1.81
C  2.20  -1.62  -0.96
C  3.42  -1.68  -1.61
C  4.61  -1.62  -0.88
C  4.57  -1.51  0.50
C  3.35  -1.42  1.16
C  2.17  -1.46  0.43
C  -0.10  -3.35  -1.30
C  0.57  -4.28  -0.51
C  -0.02  -5.50  -0.21
C  -1.29  -5.79  -0.70
C  -1.97  -4.86  -1.48
C  -1.38  -3.64  -1.78
H  0.84  -0.69  -6.71
H  1.89  -2.86  -7.27
H  2.35  -4.51  -5.47
H  1.76  -3.99  -3.14
H  3.46  -1.78  -2.69
H  5.56  -1.68  -1.40
H  5.50  -1.47  1.07
H  3.32  -1.32  2.24
H  1.22  -1.39  0.95
H  1.57  -4.06  -0.13
H  0.51  -6.22  0.40
H  -1.75  -6.74  -0.46
H  -2.96  -5.09  -1.86
H  -1.91  -2.91  -2.38
C  3.48  1.92  0.60
As  1.71  1.98  -0.21
C  2.32  2.52  -1.98
C  1.10  3.78  0.34
C  0.46  3.97  1.73
C  0.58  5.46  2.08
C  -1.05  3.65  1.72
As  -1.70  1.82  1.43
C  -1.81  1.12  3.24
C  -3.57  2.28  1.18
C  1.20  3.13  2.79
As  0.62  3.40  4.66
C  1.99  4.70  5.18
C  1.58  1.83  5.34
H  3.91  2.92  0.62
H  4.11  1.27  -0.01
H  3.44  1.51  1.61
H  3.04  3.34  -1.89
H  1.48  2.86  -2.59
H  2.80  1.68  -2.48
H  0.41  4.12  -0.44
H  1.99  4.40  0.25
H  0.11  6.08  1.31
H  1.63  5.76  2.15
H  0.10  5.68  3.03
H  -1.54  4.25  0.96
H  -1.48  3.93  2.68
H  -2.16  1.90  3.90
H  -0.84  0.76  3.58
H  -2.51  0.28  3.24
H  -3.90  2.93  1.99
H  -4.17  1.37  1.17
H  -3.71  2.79  0.23
H  2.27  3.36  2.75
H  1.10  2.06  2.59
H  1.72  5.70  4.82
H  2.96  4.42  4.78
H  2.04  4.73  6.26
H  1.09  0.91  5.03
H  1.59  1.86  6.43
H  2.61  1.83  4.98
Se  -3.45  -0.31  -1.99
C  -4.82  -1.54  -1.47
C  -4.78  -2.87  -1.86
C  -5.83  -3.72  -1.53
C  -6.91  -3.24  -0.80
C  -6.95  -1.90  -0.41
C  -5.90  -1.05  -0.74
H  -3.95  -3.24  -2.45
H  -5.81  -4.76  -1.84
H  -7.73  -3.90  -0.54
H  -7.79  -1.53  0.16
H  -5.92  -0.01  -0.43

# 2
Below is a molecular structure, C35H46BeBr3ClF9KN4NaO20PS at a distorted geometry, with properties calculated with wB97M-V/def2-TZVPD.

Summary:
Largest force on an atom = 7.22 eV Å⁻¹
HOMO = -0.338 hartree
Gap between HOMO and LUMO = 1.16 eV
Net charge = +2
LUMO energy = -8.032 eV
E = -372298.6517 eV
Molar mass = 1423.05 g mol⁻¹

Geometry (Å):
C  2.28  -2.49  0.68
N  1.57  -2.10  -0.54
C  2.34  -2.42  -1.77
C  0.27  -2.66  -0.59
O  0.01  -3.76  -0.20
C  -0.86  -1.77  -1.14
C  -0.83  -0.49  -0.34
C  -0.66  -0.58  1.02
C  -0.62  0.59  1.78
C  -0.51  0.61  3.26
O  -1.39  1.06  3.90
O  0.62  0.07  3.95
S  1.61  1.27  4.33
O  1.12  2.49  3.78
O  1.87  1.33  5.72
C  3.21  0.89  3.42
F  4.12  0.52  4.28
F  3.56  1.96  2.75
F  2.96  -0.09  2.54
C  -0.71  1.82  1.14
C  -0.89  1.88  -0.22
C  -1.00  3.24  -0.86
C  0.30  4.08  -0.75
C  1.25  3.90  -1.95
C  2.06  2.59  -1.94
O  3.42  2.79  -1.54
C  3.72  2.13  -0.40
O  3.70  0.94  -0.27
N  -0.98  0.72  -0.94
C  -1.23  0.77  -2.39
O  -0.35  1.06  -3.12
C  -2.65  0.46  -2.94
F  -2.79  -0.85  -3.21
F  -2.74  1.07  -4.14
C  -3.81  1.01  -2.07
F  -4.84  1.26  -2.90
F  -3.47  2.21  -1.56
C  -4.34  0.02  -0.99
F  -5.34  -0.65  -1.56
F  -3.40  -0.89  -0.62
C  -4.88  0.68  0.31
O  -4.22  1.44  0.96
O  -6.10  0.28  0.65
H  3.23  -1.97  0.73
H  2.47  -3.56  0.76
H  1.70  -2.18  1.55
H  2.58  -1.47  -2.25
H  3.26  -2.96  -1.57
H  1.72  -2.97  -2.48
H  -0.61  -1.59  -2.18
H  -1.78  -2.33  -0.99
H  -0.56  -1.52  1.53
H  -0.67  2.72  1.74
H  -1.36  3.20  -1.88
H  -1.74  3.78  -0.28
H  0.80  3.91  0.20
H  0.01  5.13  -0.74
H  1.98  4.71  -1.94
H  0.67  3.95  -2.86
H  2.04  2.17  -2.95
H  1.57  1.84  -1.32
H  4.02  2.77  0.44
H  -5.92  -0.49  1.25
C  0.37  5.66  3.88
O  -0.58  5.09  4.43
O  1.15  6.48  4.43
O  0.71  5.48  2.67
C  -1.57  -0.46  7.27
C  -2.28  -1.81  7.41
C  -2.14  -2.69  6.17
C  -2.79  -2.12  5.00
N  -3.32  -1.68  4.08
H  -2.00  0.13  6.46
H  -1.67  0.11  8.19
H  -0.51  -0.60  7.06
H  -3.33  -1.64  7.63
H  -1.86  -2.34  8.26
H  -2.58  -3.67  6.37
H  -1.08  -2.87  5.95
C  7.09  -0.60  -5.15
O  7.15  -0.69  -3.71
P  7.91  -2.04  -3.08
O  6.80  -3.04  -3.18
O  7.99  -1.35  -1.60
C  8.17  0.06  -1.42
O  9.19  -3.02  -2.79
C  9.09  -3.91  -1.68
H  6.55  0.31  -5.40
H  8.10  -0.53  -5.57
H  6.57  -1.46  -5.56
H  7.20  0.55  -1.30
H  8.71  0.52  -2.24
H  8.74  0.21  -0.50
H  8.42  -4.73  -1.92
H  8.76  -3.40  -0.78
H  10.09  -4.31  -1.51
C  -3.32  -0.81  -6.05
O  -3.51  -0.55  -7.46
C  -2.85  -1.40  -8.27
O  -2.17  -2.31  -7.92
O  -3.12  -1.04  -9.54
C  -2.48  -1.87  -10.53
H  -3.89  -0.07  -5.51
H  -3.69  -1.80  -5.79
H  -2.27  -0.71  -5.80
H  -2.81  -2.90  -10.44
H  -1.40  -1.81  -10.42
H  -2.76  -1.49  -11.50
C  -1.40  3.12  6.87
C  -2.38  4.10  7.33
N  -3.14  4.88  7.69
H  -1.40  3.06  5.78
H  -0.40  3.41  7.20
H  -1.66  2.13  7.27
Na  -0.30  2.65  9.03
C  -7.75  -2.62  3.24
Br  -7.91  -1.02  4.30
Br  -9.41  -3.05  2.32
Br  -6.26  -2.53  2.02
H  -7.54  -3.43  3.92
K  -5.11  -2.17  -8.52
Cl  -6.94  -3.44  -0.49
Be  -12.07  -3.65  2.14

# 3
Below is a molecular structure, C35H46FeN4O7PS2Si2, with properties calculated with wB97M-V/def2-TZVPD.

Summary:
Largest force on an atom = 0.73 eV Å⁻¹
HOMO (alpha / beta) = -0.276 / -0.264 hartree
Gap between HOMO and LUMO (alpha / beta) = 7.62 / 5.82 eV
Net charge = 0
LUMO energy (alpha / beta) = 0.112 / -1.359 eV
Spin multiplicity = 6
E = -138443.3349 eV
Molar mass = 841.90 g mol⁻¹

Geometry (Å):
Fe  -0.27  0.52  -0.18
O  0.02  0.05  1.95
N  1.22  -0.35  2.41
C  1.27  -0.69  3.72
C  2.41  -1.13  4.30
C  3.57  -1.21  3.51
C  3.51  -0.84  2.20
C  2.32  -0.37  1.60
S  2.24  0.17  0.00
H  0.33  -0.55  4.24
H  2.41  -1.39  5.35
H  4.50  -1.57  3.93
H  4.38  -0.88  1.56
C  1.91  3.08  -1.94
Si  0.34  3.64  -1.12
C  -1.21  3.45  -2.13
C  0.49  5.48  -0.78
N  0.01  2.62  0.30
C  0.07  3.09  1.58
C  -0.86  2.64  2.56
C  -0.80  3.11  3.85
C  0.19  4.00  4.25
C  1.13  4.44  3.31
C  1.06  4.01  2.00
H  2.07  3.67  -2.85
H  1.86  2.03  -2.22
H  2.76  3.22  -1.28
H  -1.08  3.87  -3.13
H  -2.05  3.96  -1.65
H  -1.47  2.39  -2.24
H  0.41  5.98  -1.75
H  1.45  5.78  -0.35
H  -0.30  5.87  -0.14
H  -1.63  1.95  2.25
H  -1.54  2.77  4.58
H  0.24  4.35  5.27
H  1.91  5.12  3.61
H  1.80  4.33  1.29
N  -1.89  -1.86  2.33
C  -1.75  -3.24  1.78
P  -0.89  -3.21  0.13
O  0.00  -4.39  0.10
O  -0.44  -1.79  -0.04
C  -2.17  -3.40  -1.21
N  -2.16  -2.16  -2.04
H  -1.08  -1.22  2.09
H  -2.02  -1.88  3.34
H  -2.73  -1.43  1.91
H  -2.73  -3.70  1.74
H  -1.11  -3.83  2.43
H  -3.17  -3.59  -0.85
H  -1.84  -4.23  -1.83
H  -2.89  -1.47  -1.78
H  -2.25  -2.33  -3.04
H  -1.28  -1.64  -1.87
O  -0.26  0.29  -2.11
Si  -0.07  -0.10  -3.66
C  0.99  -1.64  -3.81
C  1.41  -2.13  -5.06
C  2.17  -3.29  -5.16
C  2.53  -3.98  -4.01
C  2.15  -3.51  -2.77
C  1.39  -2.34  -2.67
C  0.74  1.22  -4.72
C  2.13  1.24  -4.85
C  2.77  2.22  -5.60
C  2.03  3.20  -6.23
C  0.65  3.20  -6.13
C  0.01  2.21  -5.39
C  -1.75  -0.51  -4.45
C  -1.96  -1.65  -5.22
C  -3.20  -1.96  -5.76
C  -4.28  -1.11  -5.53
C  -4.10  0.03  -4.77
C  -2.86  0.32  -4.23
H  1.15  -1.60  -5.96
H  2.49  -3.65  -6.13
H  3.12  -4.89  -4.09
H  2.42  -4.04  -1.86
H  1.13  -1.96  -1.69
H  2.73  0.48  -4.35
H  3.85  2.21  -5.68
H  2.53  3.97  -6.82
H  0.06  3.95  -6.64
H  -1.07  2.21  -5.33
H  -1.13  -2.33  -5.41
H  -3.33  -2.85  -6.35
H  -5.25  -1.35  -5.95
H  -4.94  0.69  -4.57
H  -2.76  1.20  -3.61
C  -4.77  1.53  0.47
S  -3.70  0.17  0.16
O  -3.81  -0.13  -1.26
O  -4.14  -0.94  1.02
O  -2.36  0.62  0.58
H  -5.75  1.30  0.06
H  -4.34  2.41  -0.01
H  -4.84  1.68  1.55